Below is one molecule with the formula C6H12O, with properties calculated with ωB97M-V/def2-TZVPD.

## Properties
Kohn-Sham gap in eV: 11.040
SMILES: CC[C@H]1C[C@H]1CO
ΔE to the lowest compared entry with this formula, charge and spin in kJ/mol: 139.7
LUMO energy in eV: 1.095

CARTESIAN COORDINATES (ANGSTROEM)
C 2.0558 -0.8090 -0.9383
C 1.0053 -1.0645 0.1321
C -0.3813 -0.8001 -0.3911
C -1.4666 -0.5590 0.6105
C -0.9728 0.5595 -0.3267
C -0.4152 1.7999 0.3318
O -1.4855 2.2439 1.1441
H 1.8211 -1.3944 -1.8343
H 3.0555 -1.0883 -0.5949
H 2.0688 0.2489 -1.2270
H 1.1993 -0.4403 1.0146
H 1.0398 -2.1026 0.4808
H -0.6753 -1.3889 -1.2551
H -2.4535 -0.9835 0.4503
H -1.1311 -0.6299 1.6494
H -1.6870 0.8274 -1.1052
H 0.4928 1.6197 0.9307
H -0.1620 2.5750 -0.4065
H -1.9080 1.3862 1.3348

Atom charges from the Löwdin analysis, given in e for atoms 1 to 6:
1 C -0.100
2 C -0.239
3 C -0.290
4 C -0.086
5 C -0.223
6 C -0.237

Below is C28H30Br2N2OSTe4Tl as an isolated structure, with properties calculated with ωB97M-V/def2-TZVPD.

## Properties
Kohn-Sham gap in eV: 3.694
ΔE to the lowest compared entry with this formula, charge and spin in kJ/mol: 138.8
LUMO energy in eV: 1.337
Net charge: -1

CARTESIAN COORDINATES (ANGSTROEM)
Tl -0.4107 0.6542 -0.3085
C 1.0267 4.9285 -2.3825
C 2.0611 3.9361 -1.8623
C 2.1745 2.7611 -2.8395
C 1.7745 3.4472 -0.4508
C 2.6120 2.4979 0.1361
C 2.3402 1.9663 1.3877
C 1.2287 2.3815 2.1197
C 0.9122 1.7992 3.4683
C 0.4153 3.3559 1.5535
C 0.6771 3.8737 0.2904
H 1.2844 5.2376 -3.3968
H 0.9696 5.8248 -1.7630
H 0.0344 4.4722 -2.4154
H 3.0301 4.4490 -1.8390
H 1.2282 2.2147 -2.8824
H 2.9503 2.0537 -2.5481
H 2.4083 3.1196 -3.8444
H 3.4897 2.1536 -0.4005
H 2.9897 1.2026 1.8009
H 1.2298 2.4758 4.2662
H 1.4060 0.8391 3.6080
H -0.1613 1.6351 3.5682
H -0.4732 3.6758 2.0849
H -0.0179 4.5880 -0.1301
Br 4.1534 -2.0086 -5.2109
C 2.9538 -1.5786 -3.8151
C 3.4385 -1.0962 -2.6143
C 2.5088 -0.8445 -1.6195
N 1.2026 -1.0311 -1.7688
C 0.7419 -1.4428 -2.9503
C 1.5986 -1.7607 -4.0023
C -0.7409 -1.6070 -3.0714
C -1.3380 -2.0040 -4.2664
C -2.7020 -2.2180 -4.2713
Br -3.5591 -2.7386 -5.8759
C -3.4440 -2.0511 -3.1180
C -2.7629 -1.6017 -1.9972
N -1.4611 -1.3591 -1.9779
H 4.4939 -0.9404 -2.4471
H 2.8270 -0.5068 -0.6392
H 1.2339 -2.1588 -4.9358
H -0.7711 -2.1346 -5.1747
H -4.5046 -2.2523 -3.0907
H -3.2808 -1.4341 -1.0590
Te -0.6006 -1.5768 1.8164
Te 0.4433 -5.1790 2.6156
Te 1.6182 -7.4739 1.9733
Te 0.8887 -3.4540 0.4910
C -8.5424 3.5349 -0.8179
C -7.2930 2.8292 -0.3645
C -7.0984 1.4765 -0.6289
C -5.9533 0.8246 -0.1970
C -4.9958 1.5278 0.5172
C -5.1593 2.8776 0.7785
C -6.3075 3.5179 0.3386
S -3.4965 0.7029 1.0562
C -4.1983 -0.1513 2.4689
O -2.6125 1.7660 1.6197
H -9.1095 2.9230 -1.5184
H -8.3052 4.4805 -1.3068
H -9.1913 3.7594 0.0311
H -7.8472 0.9293 -1.1894
H -5.8075 -0.2269 -0.4201
H -4.3784 3.4026 1.3144
H -6.4397 4.5751 0.5400
H -4.7200 0.5737 3.0917
H -3.3522 -0.5986 2.9892
H -4.8703 -0.9358 2.1221

Atom charges from the Löwdin analysis, given in e for atoms 1 to 6:
1 Tl 0.502
2 C -0.089
3 C -0.376
4 C -0.070
5 C -0.240
6 C -0.069

Below is a 4-piece molecular cluster, C25H31ClFNO15P2 overall, with properties calculated with ωB97M-V/def2-TZVPD.

## Properties
Kohn-Sham gap in eV: 5.128
SMILES: CC[C@H](Cl)[PH](CCCF)(COO)P(N)O.O=C1C=C(O)C(=O)C=C1O.O=C1C=C(O)C(=O)C=C1O.O=C1C=C(O)C(=O)C=C1O
LUMO energy in eV: -1.834

CARTESIAN COORDINATES (ANGSTROEM)
C 5.3867 0.6319 0.2034
C 4.7694 -0.8160 0.1977
C 3.1892 -0.6944 0.1567
Cl 2.7246 0.0559 1.7575
P 2.4308 -2.4542 0.1005
C 0.6628 -1.8791 0.3904
C 0.2348 -0.6365 -0.4525
C -1.3331 -0.5520 -0.5589
F -1.9722 -1.3107 0.4273
C 3.0168 -2.7650 -1.6735
O 2.5989 -1.7582 -2.6098
O 2.7599 -2.3009 -3.8982
P 1.7995 -4.6238 0.1524
N 3.2532 -5.4980 0.6957
O 0.6996 -4.8557 1.4158
H 5.8175 0.8121 -0.8108
H 6.2441 0.7354 0.9030
H 4.6405 1.4333 0.3610
H 5.0662 -1.4271 1.0778
H 5.1441 -1.3204 -0.7215
H 2.9362 -0.0695 -0.7252
H 3.2239 -2.7564 1.2926
H 0.4860 -1.7518 1.4777
H -0.0129 -2.7155 0.0843
H 0.6327 -0.6179 -1.4859
H 0.5536 0.3115 0.0251
H -1.6473 0.4972 -0.3801
H -1.7105 -0.8554 -1.5603
H 4.1174 -2.9274 -1.7605
H 2.5516 -3.7251 -2.0100
H 1.9001 -2.2838 -4.3408
H 3.1857 -5.6691 1.7056
H 3.9977 -4.7882 0.6338
H -0.1691 -5.0614 1.0442
C 1.3533 5.5586 0.5613
C 1.5926 4.2903 0.2193
C 0.6961 3.5518 -0.7183
O 0.9644 2.4028 -1.0163
C -0.4789 4.2481 -1.2373
C -0.7201 5.5142 -0.8924
C 0.1898 6.2620 0.0224
O -0.0618 7.4205 0.2950
O -1.7964 6.1762 -1.3532
O 2.6516 3.6173 0.7027
H 1.9958 6.1052 1.2377
H -1.1308 3.6968 -1.9004
H -1.7400 7.0651 -0.9610
H 2.5984 2.7278 0.3085
C -4.8752 5.4560 3.7827
C -4.3741 4.7805 2.7462
C -2.9422 4.9109 2.3464
O -2.5256 4.2610 1.4055
C -2.0962 5.8282 3.1095
C -2.5981 6.5063 4.1443
C -4.0232 6.3556 4.5608
O -4.4309 6.9797 5.5204
O -1.8447 7.3573 4.8619
O -5.1345 3.9483 2.0116
H -5.9100 5.3679 4.0830
H -1.0647 5.9280 2.8002
H -2.4379 7.7136 5.5465
H -4.5401 3.5867 1.3315
C -3.4119 -7.2280 -2.4715
C -2.9046 -6.8220 -1.3054
C -1.9293 -5.6956 -1.2294
O -1.5051 -5.3443 -0.1444
C -1.5157 -5.0565 -2.4758
C -2.0200 -5.4643 -3.6423
C -3.0161 -6.5728 -3.7186
O -3.4613 -6.8976 -4.8014
O -1.6555 -4.8960 -4.8054
O -3.2490 -7.4076 -0.1439
H -4.1208 -8.0412 -2.5404
H -0.7944 -4.2536 -2.4065
H -2.1597 -5.3670 -5.4923
H -2.7513 -6.9341 0.5447

Atom charges from the Löwdin analysis, given in e for atoms 1 to 6:
1 C -0.124
2 C -0.322
3 C -0.781
4 Cl 0.608
5 P 0.681
6 C -0.329

Below is C12H12Cl6N3O4V as an isolated structure, with properties calculated with ωB97M-V/def2-TZVPD.

## Properties
Kohn-Sham gap (spin up / spin down) in eV: 7.311 / 7.745
Spin multiplicity: 2
LUMO energy (spin up / spin down) in eV: -5.746 / -5.312
Net charge: +1

CARTESIAN COORDINATES (ANGSTROEM)
O -0.9877 0.5002 -3.9664
V 0.0554 0.2638 -2.8214
N -1.6304 -0.8861 -0.2492
O -1.3847 -0.4441 -1.4950
O -2.0367 -2.0589 -0.1005
O -1.4562 -0.0906 0.6683
N -0.4283 2.1662 -1.8429
C -1.1868 3.0873 -2.4365
C -1.6313 4.2374 -1.8150
C -1.3774 4.3915 -0.4684
C -0.5605 3.4620 0.1448
C -0.1117 2.3758 -0.5778
H -1.5084 2.8412 -3.4432
H -2.1740 4.9485 -2.4190
H -1.8187 5.2295 0.0552
H -0.3758 3.5071 1.2088
H 0.5250 1.6633 -0.0783
N 1.6293 -0.2846 -1.2534
C 1.4868 -1.4436 -0.6210
C 2.1527 -1.7629 0.5245
C 3.1393 -0.9072 0.9771
C 3.3833 0.2557 0.2671
C 2.5855 0.5357 -0.7980
H 0.7558 -2.1197 -1.0553
H 1.9335 -2.7069 0.9871
H 3.8526 -1.2120 1.7341
H 4.1587 0.9430 0.5704
H 2.7177 1.4483 -1.3723
C -1.0549 -0.2793 3.6365
Cl 0.5527 0.1513 3.0403
Cl -2.0944 1.1491 3.6806
Cl -0.9211 -0.9756 5.2430
H -1.5114 -0.9668 2.9420
C -0.9970 -5.3331 0.1688
Cl 0.5417 -5.7371 -0.6230
Cl -0.7206 -4.6111 1.7526
Cl -2.0126 -6.7457 0.2772
H -1.4896 -4.5918 -0.4414

Atom charges from the Löwdin analysis, given in e for atoms 1 to 6:
1 O -0.220
2 V 1.198
3 N -0.461
4 O -0.178
5 O 0.051
6 O 0.009

Below is an isolated ion of composition C6H17N3O2 and charge +2, with properties calculated with ωB97M-V/def2-TZVPD.

## Properties
Kohn-Sham gap in eV: 10.597
SMILES: CC[C@@H](C[NH2+]C)OC[N+](N)=O
ΔE to the lowest compared entry with this formula, charge and spin in kJ/mol: 237.2
LUMO energy in eV: -7.810
Net charge: +2

CARTESIAN COORDINATES (ANGSTROEM)
C -1.3073 -2.3644 -0.3152
C -2.0505 2.8287 0.0529
C -0.2686 -1.8217 0.6466
C -1.0304 0.5270 0.5490
C 2.4711 -0.6310 0.7923
C 0.1577 -0.3970 0.1518
N 4.7179 0.0787 -0.4193
N 3.5019 0.2909 -0.2427
N -1.1444 1.7025 -0.4202
O 2.9278 1.1711 -0.8080
O 1.3842 0.1369 0.7149
H -1.7940 -3.2385 0.0925
H -0.8130 -2.5604 -1.2794
H -2.1142 -1.6683 -0.4752
H -3.0443 2.5106 0.0179
H -1.7335 3.0180 1.0447
H -1.7989 3.6849 -0.5114
H -0.4516 -1.6603 1.6321
H 0.4689 -2.6534 0.7255
H -1.9622 0.0039 0.4806
H -0.9254 0.7857 1.5957
H 3.0051 -0.7523 1.7532
H 2.4040 -1.5313 0.1663
H 0.2840 -0.3879 -0.9515
H 5.3048 -0.7338 -0.0431
H 5.1590 0.7743 -1.0311
H -1.5408 1.2484 -1.1838
H -0.2890 2.0426 -0.7517

Atom charges from the Löwdin analysis, given in e for atoms 1 to 6:
1 C -0.062
2 C 0.079
3 C -0.180
4 C -0.031
5 C -0.007
6 C -0.252

Below is a 2-piece molecular cluster, CH4S2 overall, with properties calculated with ωB97M-V/def2-TZVPD.

## Properties
Kohn-Sham gap in eV: 8.450
SMILES: C=S.S
ΔE to the lowest compared entry with this formula, charge and spin in kJ/mol: 154.8
LUMO energy in eV: -0.557

CARTESIAN COORDINATES (ANGSTROEM)
C 1.2608 1.1727 -0.0529
S -2.2658 -1.3762 0.1118
S 1.7107 2.0522 1.2408
H 1.9929 0.6602 -0.8080
H 0.2933 0.9506 -0.1346
H -0.9866 -1.3964 0.6008
H -2.0054 -2.0631 -0.9579

Atom charges from the Löwdin analysis, given in e for atoms 1 to 6:
1 C -0.564
2 S 0.479
3 S 0.592
4 H 0.056
5 H -0.097
6 H -0.204

Below is C32H24F4N5P2RuS2 as an isolated structure, with properties calculated with ωB97M-V/def2-TZVPD.

## Properties
Kohn-Sham gap (spin up / spin down) in eV: 5.572 / 5.158
ΔE to the lowest compared entry with this formula, charge and spin in kJ/mol: 254.2
Spin multiplicity: 5
LUMO energy (spin up / spin down) in eV: -10.979 / -11.525
Net charge: +3

CARTESIAN COORDINATES (ANGSTROEM)
Ru -0.0986 -0.2943 -0.0760
C -3.4156 1.9827 2.5289
C -2.1700 2.5598 2.3284
C -1.2345 1.8994 1.5557
N -1.5038 0.7118 0.9882
C -2.7174 0.1523 1.1649
C -3.6887 0.7550 1.9344
H -4.1642 2.4784 3.1324
H -1.9158 3.5115 2.7734
H -0.2551 2.3259 1.3911
H -2.8995 -0.7925 0.6734
H -4.6449 0.2677 2.0625
F 1.7371 -1.2324 -1.3948
C 2.7941 -1.0233 -2.2534
C 2.7746 -1.7439 -3.3978
F 1.7494 -2.5552 -3.5875
C 3.8236 -1.6511 -4.3706
C 4.9294 -0.8296 -3.9864
C 4.9489 -0.1237 -2.8152
F 5.9964 0.6140 -2.5489
C 3.8515 -0.1281 -1.9032
C 3.7939 0.7240 -0.7795
C 2.6137 0.7610 -0.0476
N 1.5637 0.7534 0.4498
C 4.8489 1.5915 -0.3783
N 5.6673 2.3188 -0.0263
F 5.9477 -0.7205 -4.7933
C 3.7481 -2.2841 -5.6113
C 2.5743 -2.9615 -6.0449
N 1.6076 -3.4678 -6.4101
C 4.7990 -2.2693 -6.5613
N 5.6265 -2.3045 -7.3626
C -0.2017 0.6700 -3.3759
P -1.3379 0.1448 -2.0578
C -2.2255 -1.2923 -2.7150
C -2.5487 1.4912 -1.9639
H -0.7962 0.9669 -4.2417
H 0.4484 -0.1505 -3.6717
H 0.3955 1.5242 -3.0537
H -2.6899 -1.0030 -3.6597
H -3.0017 -1.6092 -2.0184
H -1.5401 -2.1222 -2.8890
H -3.0218 1.5830 -2.9429
H -2.0524 2.4310 -1.7208
H -3.3173 1.2850 -1.2198
S 0.6234 -4.4988 -1.1917
P 0.1763 -4.2956 0.7577
S -0.4173 -2.3332 1.1022
C -1.2363 -5.3693 1.1306
C -0.9593 -6.7379 1.1574
C -1.9854 -7.6180 1.4592
C -3.2603 -7.1316 1.7172
C -3.5224 -5.7667 1.6892
C -2.5119 -4.8713 1.3763
C 1.5257 -4.7312 1.8662
C 1.3764 -4.4605 3.2250
C 2.3635 -4.8737 4.1025
C 3.4784 -5.5530 3.6203
C 3.6183 -5.8137 2.2654
C 2.6417 -5.4026 1.3699
H 0.0400 -7.1107 0.9665
H -1.7804 -8.6791 1.4927
H -4.0607 -7.8255 1.9376
H -4.5121 -5.3911 1.9099
H -2.7140 -3.8095 1.3567
H 0.4961 -3.9479 3.5956
H 2.2557 -4.6760 5.1600
H 4.2426 -5.8826 4.3115
H 4.4887 -6.3380 1.8946
H 2.7475 -5.6091 0.3128

Atom charges from the Löwdin analysis, given in e for atoms 1 to 6:
1 Ru 0.929
2 C 0.020
3 C 0.007
4 C -0.090
5 N -0.162
6 C -0.165

Below is a 2-piece molecular cluster, C4H8O2 overall, with properties calculated with ωB97M-V/def2-TZVPD.

## Properties
Kohn-Sham gap in eV: 10.345
SMILES: C=C(C)C=O.O
ΔE to the lowest compared entry with this formula, charge and spin in kJ/mol: 144.3
LUMO energy in eV: 0.192

CARTESIAN COORDINATES (ANGSTROEM)
C 0.8542 0.9664 0.8856
C 0.5963 0.0999 -0.3147
C -0.3079 0.3577 -1.2644
O -2.7021 -0.7324 0.1817
C 1.4101 -1.1349 -0.4629
O 2.2584 -1.4893 0.3231
H 1.2202 0.3641 1.7209
H -0.0510 1.5006 1.1895
H 1.6261 1.7121 0.6689
H -1.7478 -0.8170 0.3011
H -0.9522 1.2317 -1.2352
H -0.4413 -0.3090 -2.1137
H -2.9584 -0.0443 0.8084
H 1.1762 -1.7406 -1.3629

Atom charges from the Löwdin analysis, given in e for atoms 1 to 6:
1 C -0.051
2 C -0.340
3 C 0.060
4 O -0.060
5 C -0.244
6 O 0.056

Repeat the fourth record exactly.
Below is C12H12Cl6N3O4V as an isolated structure, with properties calculated with ωB97M-V/def2-TZVPD.

## Properties
Kohn-Sham gap (spin up / spin down) in eV: 7.311 / 7.745
Spin multiplicity: 2
LUMO energy (spin up / spin down) in eV: -5.746 / -5.312
Net charge: +1

CARTESIAN COORDINATES (ANGSTROEM)
O -0.9877 0.5002 -3.9664
V 0.0554 0.2638 -2.8214
N -1.6304 -0.8861 -0.2492
O -1.3847 -0.4441 -1.4950
O -2.0367 -2.0589 -0.1005
O -1.4562 -0.0906 0.6683
N -0.4283 2.1662 -1.8429
C -1.1868 3.0873 -2.4365
C -1.6313 4.2374 -1.8150
C -1.3774 4.3915 -0.4684
C -0.5605 3.4620 0.1448
C -0.1117 2.3758 -0.5778
H -1.5084 2.8412 -3.4432
H -2.1740 4.9485 -2.4190
H -1.8187 5.2295 0.0552
H -0.3758 3.5071 1.2088
H 0.5250 1.6633 -0.0783
N 1.6293 -0.2846 -1.2534
C 1.4868 -1.4436 -0.6210
C 2.1527 -1.7629 0.5245
C 3.1393 -0.9072 0.9771
C 3.3833 0.2557 0.2671
C 2.5855 0.5357 -0.7980
H 0.7558 -2.1197 -1.0553
H 1.9335 -2.7069 0.9871
H 3.8526 -1.2120 1.7341
H 4.1587 0.9430 0.5704
H 2.7177 1.4483 -1.3723
C -1.0549 -0.2793 3.6365
Cl 0.5527 0.1513 3.0403
Cl -2.0944 1.1491 3.6806
Cl -0.9211 -0.9756 5.2430
H -1.5114 -0.9668 2.9420
C -0.9970 -5.3331 0.1688
Cl 0.5417 -5.7371 -0.6230
Cl -0.7206 -4.6111 1.7526
Cl -2.0126 -6.7457 0.2772
H -1.4896 -4.5918 -0.4414

Atom charges from the Löwdin analysis, given in e for atoms 1 to 6:
1 O -0.220
2 V 1.198
3 N -0.461
4 O -0.178
5 O 0.051
6 O 0.009